Entry 1:
# C5H7N

C5H7N as an isolated structure (wB97M-V/def2-TZVPD, the Open Molecules 2025 dataset).

Each line ends with the Mulliken charge.
Atoms and positions in Å:
C: 1.84 0.05 -0.05  -1.18
C: 0.34 0.06 -0.01  0.42
C: -0.57 1.14 0.00  -0.33
C: -1.99 0.66 -0.17  -0.98
C: -1.77 -0.72 -0.15  -0.17
N: -0.43 -1.04 -0.09  -0.02
H: 2.28 -0.65 0.66  0.33
H: 2.19 -0.22 -1.06  0.28
H: 2.22 1.05 0.17  0.31
H: -0.27 2.19 -0.03  0.44
H: -1.28 1.00 0.97  0.24
H: -2.50 -1.52 -0.21  0.41
H: -0.07 -1.99 -0.03  0.24

Output
HOMO energy	-0.289	hartree
net charge	0
orbital gap	8.5	eV



Entry 2:
# C24H19AsN3O8STi

C24H19AsN3O8STi as an isolated structure (wB97M-V/def2-TZVPD, the Open Molecules 2025 dataset).

Each line ends with the Mulliken charge.
Atoms and positions in Å:
Ti: -0.95 -0.52 0.13  0.01
C: -3.09 -1.99 2.08  -1.15
O: -1.74 -1.51 1.91  0.52
C: -0.77 -1.97 2.79  1.15
C: -0.97 -2.95 3.74  -0.67
C: 0.10 -3.31 4.56  -0.83
C: 1.34 -2.69 4.42  -0.72
C: 1.53 -1.70 3.47  -0.75
C: 0.47 -1.36 2.64  0.08
N: 0.51 -0.37 1.62  1.26
N: 1.38 0.54 1.77  -0.83
C: 1.25 1.70 1.11  0.33
C: -0.05 2.12 0.72  1.12
O: -1.05 1.29 0.68  -0.73
C: -0.30 3.50 0.48  -0.88
C: 0.73 4.38 0.50  -0.77
C: 2.08 3.98 0.81  0.70
C: 3.13 4.92 0.81  -0.83
C: 4.40 4.53 1.13  -0.59
C: 4.66 3.19 1.46  -0.65
C: 3.65 2.26 1.45  -0.63
C: 2.34 2.64 1.13  0.50
H: -3.40 -1.81 3.10  0.48
H: -3.14 -3.05 1.83  0.41
H: -3.71 -1.42 1.39  0.30
H: -1.93 -3.44 3.86  0.49
H: -0.05 -4.07 5.31  0.42
H: 2.16 -2.97 5.07  0.42
H: 2.47 -1.20 3.35  0.50
H: -1.30 3.79 0.21  0.51
H: 0.55 5.42 0.26  0.39
H: 2.91 5.95 0.55  0.42
H: 5.21 5.25 1.13  0.41
H: 5.67 2.89 1.71  0.41
H: 3.86 1.22 1.69  0.42
O: 1.41 0.46 -3.52  -0.62
As: -0.10 0.72 -2.69  1.07
O: -0.37 2.27 -2.39  -0.66
O: 0.15 -0.24 -1.23  0.10
C: -1.27 -0.40 -3.74  -0.11
C: -0.91 -0.54 -5.07  -0.71
C: -1.68 -1.30 -5.94  -0.62
C: -2.83 -1.93 -5.48  -0.69
C: -3.20 -1.80 -4.15  -0.68
C: -2.43 -1.05 -3.28  0.57
S: -3.01 -0.96 -1.62  1.59
O: -4.40 -1.25 -1.59  -0.61
O: -2.55 0.34 -1.06  -0.67
O: -2.17 -1.91 -0.78  -0.59
H: 1.93 1.28 -3.49  0.35
H: -0.01 -0.06 -5.44  0.52
H: -1.39 -1.39 -6.97  0.41
H: -3.44 -2.52 -6.15  0.42
H: -4.10 -2.27 -3.78  0.51
N: 0.82 -3.59 -0.19  -0.09
C: 0.23 -2.62 0.03  0.10
H: 1.33 -4.42 -0.39  0.21

Output
HOMO energy	-0.395	hartree
net charge	+1
orbital gap	6.7	eV



Entry 3:
# C2H3N3O

One molecule with the formula C2H3N3O at a distorted geometry (wB97M-V/def2-TZVPD, the Open Molecules 2025 dataset).

Each line ends with the Mulliken charge.
Atoms and positions in Å:
N: 1.49 0.03 0.62  -0.40
C: 0.14 0.14 0.54  0.72
C: -0.46 -0.15 -0.77  -0.41
N: -1.76 -0.01 -0.82  0.59
N: -2.87 0.14 -0.79  -0.57
O: -0.54 0.48 1.50  -0.63
H: 1.89 0.16 1.53  0.23
H: 2.07 -0.34 -0.12  0.19
H: 0.03 -0.45 -1.69  0.28

Output
HOMO energy	-0.333	hartree
net charge	0
orbital gap	9.7	eV



Entry 4:
# C17H15NaO2S

C17H15NaO2S as an isolated structure at a distorted geometry (wB97M-V/def2-TZVPD, the Open Molecules 2025 dataset).

Each line ends with the Mulliken charge.
Atoms and positions in Å:
C: -3.34 0.69 1.97  -0.44
C: -2.70 -0.56 1.91  -0.46
C: -1.32 -0.65 1.74  -0.30
C: -0.55 0.52 1.65  -0.09
S: 1.25 0.33 1.51  1.09
C: 1.79 0.14 3.14  -0.87
C: 3.11 -0.39 3.43  -0.55
O: 1.51 -0.93 0.86  -0.65
O: 1.58 1.61 0.91  -0.73
C: -1.18 1.77 1.66  -0.31
C: -2.57 1.85 1.84  -0.41
H: -4.40 0.75 2.10  0.38
H: -3.27 -1.48 2.00  0.34
H: -0.79 -1.61 1.69  0.37
H: 1.19 0.76 3.81  0.34
H: 3.47 0.01 4.41  0.17
H: 3.82 -0.05 2.50  0.29
H: -0.57 2.68 1.55  0.35
H: -3.04 2.83 1.88  0.35
C: 2.03 -3.78 3.54  -0.82
Na: 4.87 -3.74 7.67  0.93
C: 2.82 -2.92 2.85  -0.68
C: 3.48 -1.90 3.76  0.87
C: 3.04 -2.43 5.14  0.12
C: 2.12 -3.47 4.96  0.46
C: 1.52 -4.08 6.09  -0.54
C: 1.84 -3.63 7.37  -0.38
C: 2.66 -2.48 7.52  -0.87
C: 3.37 -1.95 6.42  -0.72
H: 1.29 -4.52 3.15  0.37
H: 3.03 -2.91 1.80  0.43
H: 4.62 -1.75 3.70  0.28
H: 0.87 -4.94 5.94  0.41
H: 1.35 -4.08 8.26  0.41
H: 2.72 -1.99 8.51  0.43
H: 4.11 -1.09 6.51  0.40

Output
HOMO energy	-0.184	hartree
net charge	0
orbital gap	2.6	eV



Entry 5:
# C25H21I2MgN2OPSe2

C25H21I2MgN2OPSe2 as an isolated structure at a distorted geometry (wB97M-V/def2-TZVPD, the Open Molecules 2025 dataset).

Each line ends with the Mulliken charge.
Atoms and positions in Å:
Mg: -1.62 0.32 -0.26  1.01
I: 1.12 -0.68 5.83  0.05
C: -0.31 -0.46 4.29  -0.27
C: -1.01 -1.57 3.85  -0.14
C: -1.87 -1.43 2.78  -0.47
I: -2.89 -3.07 1.95  0.05
C: -2.06 -0.21 2.13  0.67
O: -2.79 -0.11 1.05  -1.09
C: -1.40 0.92 2.66  0.37
C: -1.65 2.22 1.96  -0.93
N: -1.02 2.14 0.65  -0.10
C: -1.34 3.26 -0.22  -1.26
C: -2.51 2.94 -1.09  1.03
C: -3.33 3.93 -1.64  -0.99
C: -4.36 3.55 -2.48  -0.22
C: -4.54 2.21 -2.76  -0.82
C: -3.68 1.29 -2.19  -0.07
N: -2.70 1.66 -1.38  0.16
C: -0.52 0.78 3.72  -0.70
H: -0.86 -2.54 4.30  0.50
H: -1.26 3.07 2.55  0.49
H: -2.73 2.34 1.82  0.38
H: -0.01 2.12 0.78  0.23
H: -0.48 3.43 -0.89  0.28
H: -1.51 4.19 0.35  0.38
H: -3.15 4.97 -1.41  0.45
H: -5.02 4.30 -2.89  0.42
H: -5.33 1.87 -3.42  0.41
H: -3.75 0.23 -2.39  0.41
H: 0.03 1.64 4.07  0.40
Se: 1.50 1.51 -1.29  -0.42
P: 1.21 -0.60 -1.23  0.48
Se: -0.73 -1.38 -1.83  -0.55
C: 2.41 -1.39 -2.34  0.83
C: 3.23 -0.60 -3.14  -0.41
C: 4.06 -1.19 -4.08  -0.66
C: 4.08 -2.57 -4.22  -0.44
C: 3.27 -3.36 -3.42  -0.65
C: 2.44 -2.77 -2.48  -0.49
C: 1.63 -1.24 0.44  0.78
C: 0.96 -2.31 1.02  -0.13
C: 1.40 -2.82 2.23  -0.69
C: 2.49 -2.25 2.87  -0.68
C: 3.13 -1.15 2.31  -0.79
C: 2.71 -0.65 1.09  -0.77
H: 3.22 0.47 -3.03  0.23
H: 4.68 -0.57 -4.71  0.39
H: 4.72 -3.03 -4.96  0.38
H: 3.28 -4.43 -3.54  0.39
H: 1.80 -3.38 -1.85  0.38
H: 0.12 -2.78 0.51  0.42
H: 0.90 -3.67 2.67  0.45
H: 2.85 -2.66 3.80  0.55
H: 3.98 -0.69 2.81  0.41
H: 3.21 0.19 0.64  0.37

Output
HOMO energy	-0.287	hartree
net charge	0
orbital gap	7.9	eV



Entry 6:
# C8H16MoO4Se3Te

C8H16MoO4Se3Te as an isolated structure (wB97M-V/def2-TZVPD, the Open Molecules 2025 dataset).

Each line ends with the Mulliken charge.
Atoms and positions in Å:
Mo: -0.95 0.09 -0.38  1.09
C: 0.81 2.49 -0.84  -0.55
C: 1.67 1.38 -1.41  -0.43
O: 0.82 0.16 -1.46  -0.32
C: 1.58 -1.08 -1.75  -0.56
C: 0.64 -2.22 -1.45  -0.52
O: -0.13 -1.85 -0.24  0.03
C: 0.45 -2.23 1.07  -0.34
C: -0.39 -1.51 2.11  -0.60
O: -0.58 -0.13 1.59  -0.37
C: -0.05 1.01 2.41  -0.49
C: -0.23 2.25 1.56  -0.46
O: -0.05 1.81 0.16  -0.15
H: 0.16 2.95 -1.57  0.29
H: 1.41 3.25 -0.35  0.44
H: 2.52 1.15 -0.79  0.41
H: 2.00 1.62 -2.42  0.42
H: 2.47 -1.07 -1.13  0.44
H: 1.87 -1.08 -2.80  0.39
H: 1.17 -3.16 -1.28  0.45
H: -0.10 -2.37 -2.23  0.32
H: 1.49 -1.92 1.09  0.35
H: 0.38 -3.31 1.19  0.41
H: 0.12 -1.47 3.07  0.47
H: -1.38 -1.94 2.24  0.29
H: 0.99 0.78 2.61  0.40
H: -0.61 1.07 3.33  0.43
H: 0.50 3.01 1.81  0.42
H: -1.23 2.67 1.64  0.32
Se: -2.52 1.54 -1.62  0.37
Se: -4.72 1.10 -2.17  0.15
Te: -5.10 -1.21 -1.48  0.67
Se: -3.00 -1.77 -0.50  0.24

Output
HOMO energy (alpha / beta)	-0.841 / -0.841	hartree
net charge	+4
orbital gap (alpha / beta)	6.2 / 6.2	eV



Entry 7:
# C12H33N3O3Rb

C12H33N3O3Rb as an isolated structure at a distorted geometry (wB97M-V/def2-TZVPD, the Open Molecules 2025 dataset).

Each line ends with the Mulliken charge.
Atoms and positions in Å:
Rb: -0.78 0.48 -1.77  0.69
C: -3.57 1.61 1.76  -1.53
C: -2.54 0.54 1.88  0.27
C: -2.90 -0.40 3.11  -0.88
O: -2.10 -1.55 2.99  -0.29
C: -2.11 -2.28 4.21  -0.87
N: -2.35 -0.17 0.60  -0.27
H: -3.47 2.37 2.53  0.41
H: -4.56 1.19 1.58  0.40
H: -3.40 2.06 0.78  0.34
H: -1.54 0.95 2.05  0.22
H: -3.96 -0.64 3.14  0.38
H: -2.78 0.11 4.07  0.49
H: -3.07 -2.50 4.69  0.35
H: -1.67 -1.64 4.97  0.34
H: -1.55 -3.22 4.15  0.26
H: -2.07 -1.05 1.01  0.26
H: -3.19 -0.43 0.11  0.24
C: 1.21 -2.60 -0.73  -1.14
C: 0.87 -2.69 -2.18  0.19
C: -0.65 -2.99 -2.47  -0.90
O: -1.36 -2.34 -1.51  -0.13
C: -2.58 -3.06 -1.21  -1.02
N: 1.23 -1.41 -2.78  -0.50
H: 2.30 -2.53 -0.72  0.40
H: 0.80 -3.40 -0.11  0.33
H: 0.80 -1.68 -0.29  0.17
H: 1.34 -3.54 -2.69  0.36
H: -1.05 -3.96 -2.76  0.52
H: -0.86 -2.54 -3.44  0.30
H: -3.13 -2.69 -0.35  0.25
H: -2.34 -4.09 -0.98  0.40
H: -3.24 -3.18 -2.07  0.39
H: 2.23 -1.34 -2.87  0.25
H: 0.86 -1.47 -3.72  0.21
C: 2.53 3.63 -2.78  -1.39
C: 2.58 2.61 -1.60  0.14
C: 3.46 3.23 -0.42  -0.73
O: 3.24 2.34 0.75  -0.34
C: 4.29 2.43 1.68  -0.81
N: 1.22 2.31 -1.04  -0.29
H: 3.52 3.96 -3.09  0.38
H: 2.00 4.48 -2.34  0.41
H: 1.92 3.32 -3.64  0.31
H: 2.98 1.67 -1.97  0.16
H: 3.06 4.22 -0.20  0.32
H: 4.45 3.42 -0.82  0.47
H: 4.18 1.72 2.50  0.25
H: 4.42 3.44 2.05  0.30
H: 5.16 2.05 1.13  0.33
H: 0.65 3.14 -1.12  0.22
H: 1.52 2.08 -0.10  0.38

Output
HOMO energy	-0.451	hartree
net charge	+1
orbital gap	9.7	eV